Entry 1:
ORCA calculation (ωB97M-V/def2-TZVPD) on a molecular structure, C18H10Cl5N5ScSe.

Geometry as XYZ:
```
40
Properties=species:S:1:pos:R:3
Sc 0.859 0.478 -0.118
Cl 3.375 -2.086 0.656
C 2.847 -1.091 1.974
C 2.095 0.026 1.639
C 1.620 0.762 2.715
Cl 0.607 2.118 2.263
C 1.841 0.462 4.048
Cl 1.150 1.406 5.299
C 2.635 -0.654 4.332
Cl 2.954 -1.075 5.956
C 3.148 -1.434 3.287
Cl 4.105 -2.811 3.635
N -2.333 3.341 -1.074
C -1.297 3.137 -0.263
N -0.542 2.187 -0.777
C -1.195 1.837 -1.937
N -2.286 2.529 -2.136
C -0.672 0.802 -2.823
C -1.324 0.442 -3.998
N -0.861 -0.518 -4.782
C 0.262 -1.115 -4.410
C 0.934 -0.758 -3.252
N 0.465 0.196 -2.445
H -3.100 3.988 -0.972
H -1.116 3.680 0.649
H -2.230 0.955 -4.293
H 0.637 -1.904 -5.050
H 1.868 -1.228 -2.972
Se -1.159 -0.957 0.418
C -1.954 -1.780 -1.144
C -1.363 -2.898 -1.723
C -2.033 -3.587 -2.725
C -3.288 -3.172 -3.143
C -3.876 -2.059 -2.559
C -3.212 -1.359 -1.563
H -0.402 -3.248 -1.367
H -1.581 -4.469 -3.161
H -3.822 -3.725 -3.904
H -4.865 -1.744 -2.867
H -3.684 -0.510 -1.083
```

For the HOMO energy, the calculation gives -11.25 eV. As for the gap between HOMO and LUMO: 7.0022 eV. As for the net charge: +1. For the energy above the lowest of the compared OMol25 structures with the same formula, charge and spin, the calculation gives 105.6 kJ/mol.

Entry 2:
ORCA calculation (ωB97M-V/def2-TZVPD) on 2 unconnected molecules or ions with the total composition C5H7BrO2.

Geometry as XYZ:
```
15
Properties=species:S:1:pos:R:3
C 0.047 0.469 0.124
C 0.741 0.553 -1.012
C -2.088 -1.049 0.280
C 2.039 1.080 -1.275
C -2.032 -1.542 1.607
O -2.766 -0.923 -0.701
O 0.161 -0.120 -2.113
Br 0.576 1.172 1.735
H 2.016 1.719 -2.134
H 2.673 0.349 -1.656
H 2.382 1.435 -0.223
H -1.521 -0.616 2.072
H -1.370 -2.460 1.694
H -2.976 -1.688 1.962
H -0.808 -0.187 -1.968
```

For the HOMO energy (alpha / beta), the calculation gives -7.98 / -7.90 eV. As for the gap between HOMO and LUMO (alpha / beta): 7.8203 / 7.5099 eV. For the energy above the lowest of the compared OMol25 structures with the same formula, charge and spin, the calculation gives 332.3 kJ/mol.

Entry 3:
ORCA calculation (ωB97M-V/def2-TZVPD) on a single C27H28F3N3O molecule.

Geometry as XYZ:
```
62
Properties=species:S:1:pos:R:3
C 5.206 4.162 1.576
N 5.181 2.714 1.617
C 6.445 2.061 1.889
C 4.024 2.023 1.420
C 4.006 0.601 1.486
C 2.855 -0.092 1.151
C 1.676 0.602 0.797
C 0.482 -0.104 0.303
C 0.632 -1.308 -0.312
C -0.435 -2.093 -0.968
N -0.398 -1.866 -2.389
C -1.534 -1.663 -3.106
O -2.609 -1.249 -2.673
C -1.424 -2.256 -4.533
F -1.044 -1.354 -5.482
F -0.493 -3.258 -4.558
F -2.624 -2.760 -4.907
C -0.399 -3.616 -0.748
C -1.585 -4.342 -0.869
C -1.570 -5.734 -0.716
C -0.351 -6.406 -0.522
C 0.841 -5.672 -0.428
C 0.817 -4.279 -0.584
C -0.831 0.595 0.443
C -1.731 0.659 -0.632
C -2.995 1.218 -0.511
C -3.357 1.925 0.659
N -4.561 2.561 0.726
C -5.077 3.157 1.938
C -5.386 2.705 -0.456
C -2.427 1.930 1.735
C -1.200 1.288 1.621
C 1.675 2.019 0.820
C 2.820 2.725 1.130
H 4.463 4.612 2.252
H 6.208 4.496 1.871
H 4.995 4.540 0.564
H 6.577 1.202 1.221
H 7.241 2.792 1.702
H 6.502 1.700 2.929
H 4.899 0.046 1.775
H 2.840 -1.185 1.180
H 1.650 -1.686 -0.416
H -1.395 -1.736 -0.610
H 0.531 -1.876 -2.840
H -2.524 -3.807 -1.031
H -2.517 -6.286 -0.719
H -0.339 -7.496 -0.410
H 1.793 -6.174 -0.210
H 1.744 -3.707 -0.527
H -1.462 0.199 -1.578
H -3.699 1.115 -1.335
H -4.864 2.516 2.803
H -4.648 4.155 2.128
H -6.163 3.261 1.812
H -4.801 3.033 -1.330
H -5.878 1.754 -0.717
H -6.164 3.448 -0.244
H -2.682 2.458 2.654
H -0.496 1.339 2.459
H 0.764 2.578 0.584
H 2.798 3.817 1.116
```

For the HOMO energy, the calculation gives -7.05 eV. As for the gap between HOMO and LUMO: 7.7419 eV. Its SMILES is CN(C)c1ccc(C(=C[C@@H](NC(=O)C(F)(F)F)c2ccccc2)c2ccc(N(C)C)cc2)cc1.

Entry 4:
ORCA calculation (ωB97M-V/def2-TZVPD) on 15 unconnected molecules or ions with the total composition H30O15.

Geometry as XYZ:
```
45
Properties=species:S:1:pos:R:3
O 7.877 14.543 -2.912
H 8.747 14.676 -2.588
H 7.491 13.875 -2.288
O 5.401 15.942 -2.436
H 5.547 16.840 -2.773
H 6.005 15.349 -2.873
O 6.452 15.266 -5.264
H 7.384 15.168 -5.337
H 6.222 14.815 -6.051
O 5.661 12.003 -5.253
H 5.148 12.574 -4.645
H 4.981 11.389 -5.472
O 3.115 14.828 -7.854
H 3.937 15.288 -7.821
H 2.468 15.541 -7.748
O 3.629 16.709 -4.705
H 3.696 17.142 -5.573
H 4.340 17.103 -4.193
O 5.806 13.576 -7.345
H 5.322 12.839 -6.887
H 5.698 13.411 -8.320
O 8.582 13.232 -7.489
H 8.664 13.157 -6.530
H 7.815 12.655 -7.610
O 10.074 14.478 -5.126
H 10.703 15.089 -4.751
H 10.326 13.701 -4.574
O 7.486 15.732 -8.386
H 7.692 15.357 -7.510
H 6.888 15.100 -8.643
O 9.039 17.116 -5.967
H 9.790 16.981 -6.552
H 9.345 16.787 -5.116
O 3.915 13.846 -4.107
H 3.292 13.697 -4.843
H 4.344 14.713 -4.199
O 8.181 17.464 -2.919
H 7.806 16.567 -3.095
H 8.305 17.505 -1.994
O 8.271 12.314 -4.677
H 7.475 12.104 -5.114
H 8.246 13.228 -4.402
O 6.412 18.088 -6.314
H 6.320 17.301 -5.749
H 7.354 18.134 -6.440
```

For the HOMO energy, the calculation gives -10.14 eV. As for the gap between HOMO and LUMO: 9.7785 eV. For the energy above the lowest of the compared OMol25 structures with the same formula, charge and spin, the calculation gives 202.7 kJ/mol.

Entry 5:
ORCA calculation (ωB97M-V/def2-TZVPD) on a molecular structure, C18H27N7ReS.

Geometry as XYZ:
```
54
Properties=species:S:1:pos:R:3
Re 0.408 -0.320 -0.059
C 3.801 0.312 2.611
C 2.598 0.429 1.748
N 2.105 -0.589 1.090
N 2.707 -1.781 1.245
C 2.056 -2.806 0.777
N 2.582 -4.023 0.850
S 0.420 -2.677 0.100
C 1.867 1.667 1.550
C 2.182 2.867 2.177
C 1.367 3.968 1.992
C 0.277 3.878 1.131
C 0.032 2.679 0.502
N 0.790 1.588 0.716
H 3.876 -0.698 3.002
H 4.703 0.495 2.020
H 3.782 1.020 3.436
H 3.472 -4.165 1.302
H 2.070 -4.823 0.519
H 3.065 2.935 2.796
H 1.580 4.893 2.512
H -0.368 4.725 0.948
H -0.776 2.571 -0.209
C 3.806 -0.627 -1.797
C 2.986 -1.615 -2.478
C 1.711 -1.167 -2.545
C 1.637 0.139 -1.842
C 3.030 0.416 -1.432
H 4.871 -0.710 -1.642
H 3.353 -2.546 -2.882
H 0.876 -1.648 -3.033
H 1.129 0.963 -2.352
H 3.359 1.330 -0.960
C -4.129 -1.582 0.724
N -2.986 -0.697 0.500
C -2.086 -0.576 1.633
C -2.668 -0.226 -0.713
N -1.383 -0.005 -1.025
N -3.653 0.029 -1.591
C -4.969 0.506 -1.165
C -3.394 0.126 -3.022
H -3.781 -2.476 1.243
H -4.562 -1.896 -0.221
H -4.894 -1.107 1.338
H -2.668 -0.338 2.524
H -1.376 0.247 1.483
H -1.546 -1.507 1.828
H -1.303 0.459 -1.924
H -4.948 0.792 -0.118
H -5.751 -0.237 -1.327
H -5.217 1.388 -1.756
H -2.576 -0.529 -3.318
H -3.180 1.155 -3.328
H -4.283 -0.201 -3.557
```

For the HOMO energy (alpha / beta), the calculation gives -13.61 / -13.59 eV. As for the gap between HOMO and LUMO (alpha / beta): 5.5511 / 5.8619 eV. As for the net charge: +2. For the energy above the lowest of the compared OMol25 structures with the same formula, charge and spin, the calculation gives 291.4 kJ/mol. Its spin multiplicity is 2.

Entry 6:
ORCA calculation (ωB97M-V/def2-TZVPD) on a molecular structure, C38H32AsCaN6O4S.

Geometry as XYZ:
```
83
Properties=species:S:1:pos:R:3
Ca 0.187 -0.310 0.576
O -3.189 1.595 2.417
C -2.368 0.894 1.811
N -1.047 0.914 1.814
C -0.279 1.581 2.741
C -0.765 2.066 3.956
C 0.072 2.670 4.874
C 1.424 2.801 4.595
C 1.936 2.316 3.406
C 1.112 1.701 2.461
N 1.526 1.262 1.220
C 2.782 1.285 0.803
O 3.840 1.467 1.424
C 2.893 1.130 -0.697
C 4.168 0.943 -1.241
C 4.338 0.996 -2.607
C 3.231 1.271 -3.401
C 2.008 1.434 -2.773
N 1.825 1.345 -1.466
C -2.915 -0.175 0.895
C -4.218 -0.615 1.141
C -4.764 -1.604 0.352
C -3.992 -2.137 -0.673
C -2.709 -1.645 -0.842
N -2.180 -0.684 -0.094
H -1.815 1.947 4.172
H -0.323 3.032 5.816
H 2.090 3.271 5.309
H 2.990 2.402 3.189
H 4.994 0.797 -0.562
H 5.311 0.842 -3.053
H 3.320 1.375 -4.473
H 1.128 1.683 -3.360
H -4.756 -0.154 1.953
H -5.773 -1.953 0.513
H -4.368 -2.923 -1.312
H -2.077 -2.036 -1.633
S -0.566 -2.297 2.434
C 0.611 -3.516 2.764
C 0.725 -4.080 4.041
C 1.607 -5.110 4.280
C 2.389 -5.617 3.251
C 2.286 -5.073 1.980
C 1.414 -4.027 1.723
As 1.237 -3.070 0.033
C -0.268 -4.045 -0.731
C -0.417 -4.107 -2.114
C -1.552 -4.667 -2.676
C -2.551 -5.185 -1.867
C -2.411 -5.125 -0.491
C -1.277 -4.565 0.073
C 2.720 -4.019 -0.884
C 2.621 -5.161 -1.672
C 3.754 -5.745 -2.214
C 5.006 -5.210 -1.962
C 5.121 -4.085 -1.161
C 3.987 -3.494 -0.636
H 0.100 -3.690 4.831
H 1.688 -5.532 5.274
H 3.080 -6.428 3.434
H 2.888 -5.480 1.174
H 0.357 -3.681 -2.746
H -1.671 -4.687 -3.752
H -3.440 -5.621 -2.306
H -3.195 -5.503 0.151
H -1.194 -4.486 1.150
H 1.649 -5.607 -1.855
H 3.660 -6.633 -2.825
H 5.891 -5.666 -2.386
H 6.098 -3.676 -0.942
H 4.067 -2.610 -0.004
C 0.213 -1.496 -5.443
O 0.612 -1.544 -4.089
C -0.008 -0.826 -3.129
O 0.256 -1.052 -1.972
N -0.934 0.083 -3.531
N -1.514 1.014 -2.643
H 0.770 -2.299 -5.924
H 0.474 -0.544 -5.915
H -0.857 -1.688 -5.557
H -0.930 0.411 -4.490
H -0.821 1.330 -1.956
H -2.253 0.557 -2.105
```

For the HOMO energy, the calculation gives -3.96 eV. As for the gap between HOMO and LUMO: 5.8380 eV. As for the net charge: -1. For the energy above the lowest of the compared OMol25 structures with the same formula, charge and spin, the calculation gives 180.3 kJ/mol.

no.,largest force on an atom (eV/Å),E_tot (eV)
1,1.0,-174933.43786
2,6.0,-79431.12431
3,1.9,-43123.19893
4,3.4,-31199.56431
5,1.8,-42484.87738
6,3.0,-147174.00732